ORCA calculation (the ωB97M-V functional and the def2-TZVPD basis) on a cluster of 5 separate species, C51H76Cl2FN2O3Si in total in a non-equilibrium geometry.

XYZ file:
```
136
Properties=species:S:1:pos:R:3:forces:R:3:mulliken_charge:R:1
C -3.85698 -3.18167 -0.77840 0.1 -0.2 -0.1 -0.69
C -3.22618 -2.67013 -2.05808 -0.3 0.1 0.3 -0.34
O -1.91442 -2.08446 -1.83090 0.2 -0.4 -0.8 -0.32
C -1.85974 -0.76392 -1.68732 0.8 -0.5 -0.1 0.27
O -2.70899 -0.09995 -1.18762 -1.1 0.8 0.4 -0.55
C -0.57649 -0.17160 -2.22093 0.2 -0.1 0.2 -0.63
C -0.08345 0.96042 -1.30840 0.0 0.0 -0.3 -0.27
C 1.41141 1.15182 -1.48496 -0.1 -0.2 -0.1 -1.31
N 1.97145 2.31097 -0.70280 0.3 -0.3 -0.3 0.78
C 3.40198 2.62565 -1.12562 0.1 0.5 -0.1 0.44
C 3.44376 3.05222 -2.59933 0.1 0.0 -0.1 -0.99
C 3.99536 4.46792 -2.76744 0.0 -0.1 -0.1 -1.12
O 2.90320 5.36570 -2.71876 0.2 0.0 0.3 -0.32
Si 3.12531 7.02872 -2.63749 -0.2 0.4 0.0 0.44
C 4.51745 7.50237 -1.48688 0.0 -0.1 -0.1 -0.97
C 3.41361 7.75238 -4.32377 0.1 0.1 0.0 -1.15
C 1.51875 7.67765 -1.95607 0.0 -0.4 0.0 -0.95
C 4.41144 1.57711 -0.63573 -0.2 -0.2 0.2 1.21
C 4.73804 0.41269 -1.59486 0.1 0.0 -0.2 -1.45
C 6.19810 0.32814 -2.06425 -0.1 0.0 -0.1 -1.25
C 6.80788 1.61586 -2.60705 0.3 -0.1 0.1 -0.18
N 8.13968 1.32096 -3.13478 -0.1 0.0 0.0 -0.68
C 3.98022 1.04095 0.74318 -0.2 0.0 -0.1 -2.70
C 3.16191 2.06233 1.58383 0.2 -0.2 -0.2 2.03
C 2.81898 1.38252 2.95501 0.1 0.1 0.1 -1.88
C 2.76358 2.20923 4.25573 -0.2 -0.4 0.2 0.21
C 4.03843 2.33743 5.07731 0.1 0.5 -0.3 -1.40
F 2.23341 3.48579 3.99297 0.0 0.0 0.1 -0.40
C 4.02410 3.32105 1.78764 0.1 -0.3 0.0 0.56
Cl 5.64899 2.91414 2.29119 0.0 -0.1 0.0 -0.11
C 3.73704 4.61226 1.65528 -0.3 0.2 -0.1 0.36
C 2.41338 5.19700 1.25809 0.2 0.3 0.0 -0.47
Cl 4.93377 5.82087 1.97815 0.0 0.0 0.1 -0.16
C 1.80823 2.08865 0.79464 -0.4 0.0 0.3 -2.02
C 0.59479 2.82471 1.43424 0.2 0.4 0.2 -1.59
C -0.30353 3.72563 0.57649 -0.2 -0.2 -0.1 -1.89
H -3.70117 -2.49194 0.04890 -0.1 0.1 -0.1 0.15
H -4.92937 -3.30698 -0.93878 0.0 0.0 0.1 0.26
H -3.44363 -4.15511 -0.50961 0.0 0.1 0.1 0.29
H -3.85437 -1.91692 -2.53667 0.1 0.1 0.1 0.34
H -3.06006 -3.47480 -2.77282 0.1 0.0 0.1 0.34
H 0.16640 -0.96273 -2.33904 0.0 0.0 0.0 0.39
H -0.81965 0.21867 -3.21360 0.1 -0.1 0.0 0.37
H -0.59679 1.88012 -1.59160 -0.1 0.0 0.2 0.34
H -0.34338 0.71797 -0.27643 0.0 0.1 0.0 0.33
H 1.62444 1.32393 -2.53885 0.1 0.1 0.1 0.69
H 1.96959 0.26476 -1.18237 0.0 0.1 0.1 0.40
H 1.44312 3.13813 -0.99155 -0.1 0.0 0.2 0.89
H 3.62610 3.53874 -0.57673 -0.2 -0.1 0.2 -0.85
H 2.43483 3.09183 -3.01789 0.1 0.0 -0.1 0.46
H 4.01840 2.36302 -3.21661 -0.1 -0.1 0.1 0.71
H 4.71305 4.70248 -1.96935 0.0 -0.1 -0.1 0.37
H 4.53717 4.54227 -3.71732 -0.1 0.1 0.0 0.58
H 4.73061 8.56227 -1.65594 0.0 0.0 0.1 0.47
H 4.22716 7.38123 -0.44156 0.1 0.0 0.0 0.17
H 5.45471 6.96696 -1.65558 0.0 0.0 0.0 0.37
H 2.55754 7.58428 -4.98015 0.1 -0.1 0.0 0.31
H 4.32876 7.41463 -4.81430 -0.1 -0.1 0.0 0.33
H 3.51010 8.83544 -4.18721 0.0 0.0 -0.1 0.34
H 0.71256 7.50513 -2.67392 0.0 0.2 0.0 0.33
H 1.25622 7.12355 -1.04883 0.0 0.2 0.0 0.20
H 1.57669 8.74104 -1.71972 -0.1 0.0 0.0 0.35
H 5.32320 2.15047 -0.44958 0.0 0.0 -0.2 0.83
H 4.10127 0.44111 -2.48438 0.0 0.1 0.1 0.56
H 4.50185 -0.53464 -1.10046 0.0 0.0 0.0 0.51
H 6.82426 -0.04702 -1.24658 0.0 0.1 0.0 0.46
H 6.24788 -0.40685 -2.87150 0.1 -0.1 0.1 0.36
H 6.21246 2.00256 -3.44042 -0.1 0.0 0.1 0.18
H 6.84830 2.38142 -1.81785 -0.2 0.0 -0.1 0.33
H 8.57033 2.15109 -3.52305 0.0 0.0 0.0 0.26
H 8.74528 0.98053 -2.39638 0.0 0.0 0.0 0.24
H 3.34028 0.16212 0.60387 0.1 0.0 0.1 0.80
H 4.85583 0.68838 1.28276 0.0 0.0 0.0 0.42
H 1.84499 0.89559 2.86450 0.0 0.0 -0.1 0.50
H 3.53178 0.57194 3.12909 0.0 0.1 0.0 0.29
H 2.02083 1.71313 4.88629 0.0 0.1 -0.1 0.48
H 4.77811 1.58740 4.80241 -0.1 -0.1 0.2 0.31
H 4.49132 3.31441 4.89460 0.0 -0.1 0.0 0.39
H 3.81050 2.28177 6.14020 0.1 -0.1 0.0 0.36
H 1.96620 4.68207 0.40685 0.2 0.1 0.3 -0.69
H 2.54591 6.23683 0.96769 0.1 0.0 -0.1 0.76
H 1.72248 5.19609 2.10460 0.1 0.0 -0.1 0.35
H 1.54598 1.03411 0.84416 0.0 0.0 -0.1 1.57
H -0.03785 2.07104 1.90613 0.0 0.0 -0.1 0.58
H 0.98541 3.42021 2.25597 -0.1 -0.2 -0.1 0.45
H -1.09713 3.16746 0.08146 0.0 0.0 0.0 0.34
H -0.79677 4.45044 1.22467 0.0 0.0 0.0 0.50
H 0.21718 4.31258 -0.18698 -0.1 0.0 0.1 0.37
C 3.55385 -2.43173 7.41154 0.0 0.0 0.0 -0.41
C 2.73399 -2.10427 6.34043 0.0 0.0 0.0 -0.52
C 3.29847 -1.78676 5.11292 0.0 0.1 -0.1 -0.17
C 4.67737 -1.79852 4.95254 0.0 0.0 0.0 -0.29
C 5.49603 -2.12662 6.02437 0.0 0.0 0.0 -0.51
C 4.93307 -2.44155 7.25354 0.0 0.0 0.0 -0.41
H 3.11767 -2.68012 8.37015 0.0 0.0 0.0 0.38
H 1.65851 -2.09777 6.46297 0.0 0.0 0.0 0.40
H 2.65755 -1.53165 4.27662 0.0 0.0 0.0 0.39
H 5.11705 -1.55592 3.99192 0.0 0.0 0.0 0.42
H 6.57121 -2.14007 5.90190 0.0 0.0 0.0 0.38
H 5.57064 -2.69649 8.08982 0.0 0.0 0.0 0.38
C -6.18901 -7.73502 -3.52463 0.0 0.0 0.0 -0.23
C -6.81614 -7.10591 -2.45822 0.1 0.0 0.0 -0.67
C -6.87714 -5.71983 -2.40598 0.0 0.0 0.0 -0.30
C -6.31433 -4.96445 -3.42506 0.0 0.0 0.0 -0.44
C -5.68711 -5.59273 -4.49319 0.0 0.0 0.0 -0.46
C -5.62312 -6.97824 -4.54215 0.0 0.0 0.0 -0.43
H -6.14360 -8.81560 -3.56485 0.0 0.0 0.0 0.38
H -7.26119 -7.69587 -1.66697 0.0 0.0 0.0 0.44
H -7.36781 -5.23138 -1.57348 0.0 0.0 0.0 0.45
H -6.36662 -3.88282 -3.38737 0.0 0.0 0.0 0.50
H -5.25108 -5.00290 -5.28973 0.0 0.0 0.0 0.40
H -5.13519 -7.46891 -5.37434 0.0 0.0 0.0 0.38
C -5.16731 -3.29585 4.08239 0.0 0.0 0.0 -0.38
C -4.52630 -4.42460 4.57447 0.0 0.0 0.0 -0.41
C -3.19958 -4.66883 4.24766 0.0 0.0 0.0 -0.36
C -2.51163 -3.78119 3.43175 0.0 0.0 0.0 -0.57
C -3.15260 -2.65127 2.94244 0.0 0.0 0.0 -0.20
C -4.48078 -2.40910 3.26458 0.0 0.0 0.0 -0.44
H -6.20240 -3.10761 4.33616 0.0 0.0 0.0 0.38
H -5.06164 -5.11502 5.21315 0.0 0.0 0.0 0.37
H -2.70227 -5.55163 4.62816 0.0 0.0 0.0 0.37
H -1.47659 -3.97199 3.17698 0.0 0.0 0.0 0.38
H -2.61666 -1.95788 2.30509 0.0 0.0 0.0 0.49
H -4.98117 -1.53041 2.87762 0.0 0.0 0.0 0.38
C -13.08831 -6.38293 -2.13113 0.0 0.0 0.0 -0.43
C -12.46239 -7.52001 -1.63926 0.0 0.0 0.0 -0.35
C -11.13573 -7.77470 -1.95905 0.0 0.0 0.0 -0.50
C -10.43336 -6.89026 -2.76623 0.0 0.0 0.0 -0.13
C -11.05959 -5.75241 -3.25656 0.0 0.0 0.0 -0.57
C -12.38734 -5.49947 -2.94070 0.0 0.0 0.0 -0.33
H -14.12359 -6.18574 -1.88436 0.0 0.0 0.0 0.36
H -13.00938 -8.20835 -1.00788 0.0 0.0 0.0 0.36
H -10.64953 -8.66472 -1.57940 0.0 0.0 0.0 0.36
H -9.40067 -7.08660 -3.01895 0.0 0.0 0.0 0.48
H -10.51043 -5.06336 -3.88609 0.0 0.0 0.0 0.37
H -12.87722 -4.61456 -3.32643 0.0 0.0 0.0 0.36
```
Positions in Å, forces in eV/Å.

charge	+1
LUMO	-2.07	eV
HOMO level	-10.252	eV
strongest force on any atom	1.5	eV Å⁻¹
orbital gap	8.19	eV
E	-3633.7144	hartree